(1)
ORCA calculation (ωB97M-V/def2-TZVPD) on a molecular structure, C20H25BeF15N2O16 at a distorted geometry.

Structure (XYZ):
```
79
Properties=species:S:1:pos:R:3:forces:R:3:lowdin_charge:R:1
Be -0.181 0.440 -0.096 0.0 0.0 0.0 0.5187
N 3.681 3.737 -2.103 0.9 1.2 -3.2 -0.6958
O 3.241 3.853 -1.039 -1.0 1.2 6.3 0.1744
O 4.561 4.394 -2.609 1.7 0.9 0.1 0.1464
O 3.082 2.981 -2.809 -1.7 -3.5 -3.1 0.1560
N -4.020 -3.118 2.317 0.4 -2.4 0.6 -0.6531
O -4.824 -3.891 2.831 0.3 -0.6 0.5 0.1118
O -4.415 -2.112 1.842 -1.1 3.5 -1.4 0.1357
O -2.817 -3.384 2.225 0.5 -0.4 0.3 0.1041
C -1.009 -0.498 -8.724 0.3 -1.4 1.0 -0.0663
C -1.216 0.932 -8.469 1.7 1.0 -0.3 -0.2657
O -2.545 1.170 -8.158 -4.2 1.4 1.0 0.0114
C -3.088 1.342 -6.933 5.4 -0.9 4.2 -0.2335
O -2.415 1.083 -5.853 -3.6 1.3 -5.0 0.0653
C -4.527 1.983 -6.832 0.9 0.2 0.4 -0.5316
F -4.536 3.288 -6.412 0.5 -1.4 -0.5 0.1403
F -5.106 1.929 -8.013 -0.5 0.0 -0.2 0.1824
F -5.208 1.286 -5.922 -0.1 0.1 -0.4 0.1684
H -1.114 -0.999 -7.761 0.0 -0.4 -0.1 0.0857
H 0.006 -0.686 -9.077 -0.1 0.0 -0.2 0.0891
H -1.763 -0.905 -9.397 0.2 0.1 -0.2 0.0912
H -0.978 1.459 -9.393 -0.5 0.4 0.0 0.1286
H -0.571 1.386 -7.717 0.0 -0.4 0.3 0.1351
C -1.472 0.273 7.460 -1.0 2.3 -1.3 -0.0351
C -2.543 1.447 7.190 0.9 -1.1 0.3 -0.1555
O -1.929 2.768 7.123 1.0 0.5 -1.2 -0.0137
C -1.076 3.120 6.109 -0.6 -1.2 -0.3 -0.3124
O -0.677 2.409 5.207 -0.7 1.3 1.5 0.1370
C -0.619 4.647 6.270 -1.3 -0.3 -0.1 -0.5774
F -1.165 5.193 7.349 -0.2 0.0 0.5 0.1659
F 0.673 4.705 6.374 1.7 -0.3 0.3 0.1999
F -0.940 5.445 5.243 -0.5 -0.6 -0.4 0.1595
H -0.791 0.565 8.260 -0.5 -0.4 0.4 0.0742
H -0.847 0.291 6.567 -0.1 -0.4 -0.1 0.0548
H -2.004 -0.676 7.533 0.3 0.1 0.4 0.0744
H -3.298 1.550 7.968 0.4 0.0 0.3 0.1124
H -3.152 1.254 6.306 0.5 0.0 -0.4 0.1165
C 5.285 -7.054 3.959 0.4 1.1 -0.1 -0.0581
C 4.515 -5.706 4.013 -0.3 -1.8 0.8 -0.1880
O 5.460 -4.617 4.131 -0.7 1.3 -0.6 0.0214
C 5.163 -3.416 3.580 -3.1 -1.0 -3.3 -0.2989
O 4.227 -3.167 2.768 3.1 -1.0 3.7 0.0994
C 6.309 -2.395 3.710 -1.4 -0.1 -1.2 -0.5563
F 6.591 -2.108 2.417 0.5 0.4 0.6 0.1475
F 5.888 -1.272 4.322 0.7 -0.6 -0.1 0.1663
F 7.368 -2.924 4.269 0.6 0.4 0.6 0.1997
H 5.602 -7.195 2.925 -0.1 -0.5 0.1 0.0745
H 4.711 -7.889 4.361 -0.3 0.1 -0.4 0.0772
H 6.192 -7.035 4.563 0.0 0.3 0.1 0.0737
H 3.886 -5.726 4.903 0.1 0.4 0.2 0.1209
H 3.814 -5.704 3.178 0.4 0.9 -0.3 0.1208
C -7.036 4.811 0.555 0.3 0.1 0.8 -0.0594
C -6.066 5.447 1.620 -0.8 -0.6 -1.3 -0.1493
O -5.144 6.412 0.989 -0.1 0.0 -0.6 -0.0021
C -4.180 6.035 0.096 -0.9 -1.6 3.2 -0.3602
O -3.749 4.915 0.043 -0.1 0.7 -0.9 0.1627
C -3.564 7.232 -0.617 -0.1 1.7 0.9 -0.5136
F -3.801 7.121 -1.914 0.4 0.2 -0.2 0.1870
F -4.104 8.415 -0.170 0.5 -1.2 -0.7 0.1293
F -2.241 7.310 -0.352 -0.8 -0.3 -0.6 0.1612
H -7.503 5.507 -0.143 0.6 0.3 0.0 0.0761
H -7.906 4.391 1.058 0.1 -0.2 0.4 0.0692
H -6.564 3.990 0.015 0.1 0.2 -0.1 0.0712
H -5.596 4.658 2.206 0.7 0.0 -0.5 0.1147
H -6.641 5.964 2.388 0.2 0.7 -0.5 0.1138
C 6.125 -3.806 -3.693 -0.4 -0.8 -0.7 -0.0629
C 4.568 -3.611 -3.597 1.3 0.3 -0.2 -0.1783
O 3.870 -4.837 -3.313 -0.6 -1.2 1.2 0.0075
C 2.538 -4.853 -3.014 1.2 4.0 -1.7 -0.3219
O 1.848 -3.848 -3.114 0.8 -1.9 0.7 0.1386
C 1.953 -6.226 -2.726 3.5 1.1 1.3 -0.7150
F 0.893 -6.337 -3.369 -3.8 -0.9 -2.6 0.2757
F 2.825 -7.169 -3.005 0.7 -1.2 -1.0 0.1914
F 1.702 -6.356 -1.456 -0.6 0.2 2.4 0.2058
H 6.618 -2.883 -3.999 -0.4 0.4 0.5 0.0740
H 6.543 -4.490 -4.432 -0.7 -0.4 -0.2 0.0666
H 6.542 -4.154 -2.748 -0.2 0.3 0.2 0.0736
H 4.088 -3.200 -4.485 0.4 0.2 0.0 0.1248
H 4.574 -2.887 -2.783 -1.2 -0.1 0.2 0.1204
```
Forces are in eV/Å.

Properties
Total charge = 0
E_tot = -98029.61436 eV
Frontier orbital gap = 1.664 eV
Energy above the lowest of the compared OMol25 structures with the same formula, charge and spin = 329.6 kcal/mol
HOMO = -8.5281 eV
LUMO level = -6.86 eV



(2)
ORCA calculation (ωB97M-V/def2-TZVPD) on C20H25BrN2O3 in the gas phase.

Structure (XYZ):
```
51
Properties=species:S:1:pos:R:3:forces:R:3:lowdin_charge:R:1
C -3.986 -1.703 0.849 -0.1 -0.1 -0.1 -0.0986
C -5.022 -1.632 -0.267 0.2 0.3 0.0 -0.2413
C -4.965 -0.337 -1.082 -0.4 -0.2 -0.2 -0.2411
N -3.803 -0.211 -1.955 0.1 -0.3 -0.1 -0.0591
C -2.881 0.876 -1.695 0.1 0.0 -0.2 -0.2080
C -1.966 0.662 -0.510 -0.1 0.2 0.2 -0.2559
C -0.940 -0.273 -0.627 0.1 0.0 0.1 0.0229
C -0.089 -0.608 0.417 -0.1 0.0 0.0 -0.1829
O 0.891 -1.547 0.319 -0.2 0.2 0.3 -0.0692
C 1.217 -2.095 -0.946 0.2 -0.2 -0.4 -0.2315
C 2.379 -3.053 -0.738 -0.3 0.3 0.1 -0.0495
C -0.251 0.056 1.649 -0.3 0.1 -0.2 -0.1969
O 0.511 -0.092 2.778 -0.2 0.1 -0.1 -0.0307
C 1.702 -0.849 2.772 0.5 -0.4 0.1 -0.0772
C 2.780 -0.356 1.798 -0.4 0.0 0.3 -0.4448
O 3.704 -1.068 1.475 0.2 -0.2 0.1 0.0661
N 2.581 0.921 1.392 -0.3 0.4 0.2 0.1549
C 3.266 1.658 0.420 0.2 0.1 -0.2 -0.2121
C 4.402 1.182 -0.225 0.1 -0.2 0.1 -0.0122
C 5.021 1.963 -1.185 -0.1 0.1 0.0 -0.0806
C 4.523 3.213 -1.509 0.1 0.0 -0.1 -0.1003
C 3.390 3.686 -0.867 0.0 0.0 0.0 -0.0891
C 2.762 2.915 0.091 0.0 -0.1 0.0 -0.0279
C -1.266 0.994 1.774 0.2 -0.2 0.0 -0.0499
C -2.113 1.284 0.719 0.0 0.0 -0.1 -0.6139
Br -3.455 2.604 1.024 0.1 -0.1 0.0 0.7772
H -4.107 -2.622 1.417 0.0 -0.1 0.1 0.0707
H -2.973 -1.681 0.452 0.1 0.0 0.0 0.0550
H -4.102 -0.862 1.530 0.0 0.1 0.1 0.0725
H -4.894 -2.482 -0.943 -0.1 -0.1 0.0 0.1043
H -6.019 -1.708 0.171 -0.1 -0.1 -0.1 0.1041
H -5.019 0.519 -0.406 0.0 0.0 0.0 0.0817
H -5.855 -0.302 -1.726 0.0 0.1 0.2 0.1060
H -3.311 -1.094 -2.025 0.0 0.1 0.0 0.1020
H -3.468 1.787 -1.570 0.2 0.0 -0.1 0.0810
H -2.264 0.994 -2.594 0.0 0.1 0.1 0.1215
H -0.819 -0.757 -1.584 0.1 -0.1 -0.1 0.1168
H 1.502 -1.288 -1.635 -0.1 0.0 0.1 0.1336
H 0.352 -2.630 -1.361 0.1 0.1 0.0 0.1240
H 2.064 -3.897 -0.129 0.0 -0.1 0.0 0.0822
H 2.731 -3.418 -1.698 0.0 -0.1 -0.1 0.0790
H 3.188 -2.542 -0.224 0.1 0.0 0.0 0.0592
H 1.518 -1.907 2.566 0.1 0.2 0.0 0.1390
H 2.092 -0.756 3.791 0.0 0.0 -0.2 0.1450
H 1.795 1.405 1.808 0.1 -0.2 0.0 0.1410
H 4.792 0.211 0.030 0.0 0.0 0.0 0.1003
H 5.904 1.588 -1.681 0.1 0.0 0.0 0.1038
H 5.014 3.817 -2.257 0.0 0.1 -0.1 0.0986
H 2.992 4.660 -1.114 0.0 0.1 0.0 0.1029
H 1.875 3.283 0.589 -0.1 0.0 0.0 0.1114
H -1.377 1.494 2.723 0.0 0.0 0.1 0.1165
```
Forces are in eV/Å.

Properties
SMILES = CCCNCc1cc(OCC)c(OCC(=O)Nc2ccccc2)cc1Br
Total charge = 0
E_tot = -100310.87182 eV
Frontier orbital gap = 8.931 eV
Energy above the lowest of the compared OMol25 structures with the same formula, charge and spin = 5.5 kcal/mol
HOMO = -8.3156 eV
LUMO level = 0.61 eV



(3)
ORCA calculation (ωB97M-V/def2-TZVPD) on C20H25Cl2N3O4S in the gas phase at a distorted geometry.

Structure (XYZ):
```
55
Properties=species:S:1:pos:R:3:forces:R:3:lowdin_charge:R:1
C -3.787 -3.476 0.731 -0.1 0.3 0.0 -0.0824
C -4.624 -2.202 0.895 0.0 -0.2 0.0 -0.2489
N -3.952 -0.946 0.633 0.1 0.1 0.0 -0.1844
C -2.878 -0.625 1.549 0.0 0.3 0.0 -0.1765
C -2.461 0.829 1.346 0.0 -0.2 0.2 -0.1787
N -2.016 1.042 -0.025 -0.2 0.2 0.1 -0.1997
C -1.566 2.412 -0.231 0.1 0.1 -0.2 -0.1663
C -0.591 2.562 -1.409 -0.2 0.3 0.2 -0.1428
N 0.764 2.204 -1.067 0.0 -0.3 0.0 0.0889
C 1.608 3.119 -0.532 -0.1 -0.4 -0.3 -0.4412
O 1.334 4.300 -0.418 0.1 0.1 0.2 0.0775
C 2.918 2.590 -0.112 0.8 0.8 0.6 -0.1711
C 3.906 3.228 0.589 -0.7 -0.3 -0.5 0.0343
C 4.941 2.287 0.766 -0.1 -0.7 -0.4 0.0128
C 4.526 1.138 0.150 0.6 0.8 0.4 -0.3165
C 5.140 -0.196 0.071 -1.0 -0.4 0.3 -0.1239
S 4.129 -1.325 1.133 0.4 -0.1 0.1 0.6644
O 3.839 -0.634 2.351 0.0 0.3 -0.1 -0.3426
O 4.776 -2.598 1.248 0.1 -0.1 -0.2 -0.3423
C 2.625 -1.514 0.124 0.6 0.1 0.3 -0.2885
C 2.712 -2.262 -1.047 -0.3 0.0 0.0 -0.6202
Cl 4.184 -3.035 -1.479 0.1 -0.3 -0.6 0.7843
C 1.625 -2.390 -1.900 0.1 0.1 0.1 -0.0876
C 0.447 -1.730 -1.598 0.2 0.0 0.0 -0.0472
C 0.341 -0.964 -0.452 0.2 -0.1 0.3 -0.1184
C 1.426 -0.872 0.417 -0.1 -0.2 -0.2 -0.6141
Cl 1.244 0.083 1.831 -0.6 0.3 0.1 0.8300
O 3.295 1.311 -0.383 -0.1 0.0 -0.2 0.0585
C -3.096 0.688 -0.933 0.0 -0.3 -0.2 -0.1698
C -3.502 -0.770 -0.730 -0.1 0.3 0.0 -0.1790
H -4.397 -4.342 0.970 0.0 -0.1 0.0 0.0700
H -2.929 -3.465 1.399 0.1 -0.1 0.0 0.0655
H -3.432 -3.578 -0.292 0.1 -0.1 -0.1 0.0633
H -5.485 -2.250 0.222 0.0 0.0 0.1 0.1128
H -5.002 -2.153 1.920 -0.1 0.0 -0.1 0.1133
H -3.240 -0.755 2.571 0.1 0.0 0.0 0.1284
H -1.996 -1.272 1.405 0.0 0.0 0.1 0.1125
H -1.634 1.063 2.019 0.0 0.0 0.0 0.0998
H -3.316 1.480 1.589 0.0 0.0 0.0 0.1304
H -2.423 3.086 -0.392 0.0 0.0 0.1 0.1259
H -1.045 2.747 0.669 0.0 0.0 0.0 0.1249
H -0.908 1.957 -2.259 0.0 0.1 0.0 0.1141
H -0.567 3.615 -1.700 -0.1 -0.2 -0.1 0.1223
H 0.998 1.226 -1.008 0.1 0.1 0.0 0.0985
H 3.874 4.241 0.932 -0.1 0.2 0.0 0.1227
H 5.870 2.436 1.276 0.2 -0.1 0.1 0.1185
H 6.145 -0.200 0.481 0.0 -0.1 0.1 0.1239
H 5.129 -0.618 -0.931 0.1 0.0 0.0 0.0798
H 1.721 -2.985 -2.793 0.0 -0.1 -0.1 0.1075
H -0.395 -1.806 -2.270 -0.1 0.0 -0.1 0.1107
H -0.563 -0.408 -0.225 0.1 0.0 0.0 0.0671
H -2.761 0.833 -1.962 0.0 0.0 0.0 0.1149
H -3.979 1.327 -0.761 0.0 0.0 0.0 0.1290
H -4.326 -1.013 -1.406 0.1 0.0 0.0 0.1275
H -2.643 -1.418 -0.974 0.0 0.0 -0.1 0.1080
```
Forces are in eV/Å.

Properties
SMILES = CCN1CCN(CCNC(=O)c2ccc(CS(=O)(=O)c3c(Cl)cccc3Cl)o2)CC1
Total charge = 0
E_tot = -69685.30728 eV
Frontier orbital gap = 8.802 eV
Energy above the lowest of the compared OMol25 structures with the same formula, charge and spin = 0.0 kcal/mol
HOMO = -8.7061 eV
LUMO level = 0.10 eV